C18H29AlN2O2P2S as an isolated structure at a distorted geometry. Source: the OMol25 dataset; level of theory: the ωB97M-V functional and the def2-TZVPD basis.

Cartesian coordinates (Å):
C1 -1.035 3.063 -2.488
C2 -1.085 2.044 -1.506
N1 0.077 1.685 -0.826
C3 1.248 2.273 -1.159
C4 1.328 3.252 -2.138
C5 0.170 3.660 -2.800
C6 -2.269 1.323 -1.254
P1 -2.331 0.175 0.086
Al1 -0.024 0.292 0.640
P2 2.345 0.196 0.310
C7 2.510 1.877 -0.435
C8 -0.297 -1.537 1.589
C9 -0.983 -1.498 2.808
C10 -0.808 -2.506 3.759
C11 -0.123 -3.674 3.403
C12 0.380 -3.814 2.109
C13 0.306 -2.734 1.207
O1 -1.595 -0.430 -3.696
O2 1.021 -0.772 -3.258
H1 -1.974 3.322 -2.988
H2 2.312 3.663 -2.369
H3 0.227 4.431 -3.563
C14 -3.313 0.945 1.403
C15 -3.221 -1.260 -0.569
H4 3.352 1.854 -1.147
H5 2.749 2.601 0.363
H6 -2.009 0.233 -3.099
H7 -3.175 1.622 -1.794
C16 3.430 0.268 1.757
C17 3.211 -0.803 -0.929
H8 -1.623 -0.645 3.047
H9 -1.185 -2.351 4.773
H10 -0.013 -4.469 4.141
H11 0.837 -4.758 1.803
H12 0.742 -2.860 0.215
H13 -0.189 -1.452 -1.078
H14 1.206 -1.645 -3.642
H15 0.057 -0.605 -3.469
H16 -1.878 -0.174 -4.589
H17 0.279 -0.835 -0.944
H18 -4.308 1.155 0.984
H19 -3.387 0.256 2.254
H20 -2.824 1.873 1.729
H21 -4.277 -0.974 -0.700
H22 -2.789 -1.556 -1.537
H23 -3.139 -2.091 0.146
H24 4.240 -0.423 -1.034
H25 3.240 -1.843 -0.577
H26 2.669 -0.753 -1.889
H27 4.464 0.464 1.433
H28 3.086 1.049 2.448
H29 3.368 -0.704 2.266
S1 0.022 1.932 2.334
C18 0.365 1.093 3.724
N2 0.615 0.566 4.748

## Properties
HOMO-LUMO gap: 7.430 eV
HOMO: -7.083 eV